{"formula": "C23H63N25O17", "method": "ωB97M-V/def2-TZVPD", "homo_ev": -8.365, "largest_force_ev_per_a": 1.8, "orbital_gap_ev": 7.97, "energy_ev": -96946.70100, "elements": ["O", "O", "O", "O", "O", "O", "O", "O", "O", "O", "O", "O", "O", "O", "O", "O", "O", "N", "N", "N", "N", "N", "N", "N", "N", "N", "N", "N", "N", "N", "N", "N", "N", "N", "N", "N", "N", "N", "N", "N", "N", "N", "C", "C", "C", "C", "C", "C", "C", "C", "C", "C", "C", "C", "C", "C", "C", "C", "C", "C", "C", "C", "C", "C", "C", "H", "H", "H", "H", "H", "H", "H", "H", "H", "H", "H", "H", "H", "H", "H", "H", "H", "H", "H", "H", "H", "H", "H", "H", "H", "H", "H", "H", "H", "H", "H", "H", "H", "H", "H", "H", "H", "H", "H", "H", "H", "H", "H", "H", "H", "H", "H", "H", "H", "H", "H", "H", "H", "H", "H", "H", "H", "H", "H", "H", "H", "H", "H"], "xyz": [[-0.417208, 12.684584, -0.360878], [8.150081, -9.889857, -5.562678], [2.638496, 13.316402, -3.984546], [0.974028, 4.177401, 2.873995], [-1.922676, -5.241783, 0.593574], [-0.922446, 2.366328, 5.024216], [-1.930581, -0.340297, 2.061332], [-0.342016, -2.520515, -2.420614], [-0.671900, 4.010590, -0.591902], [-0.527339, 8.293183, 2.142954], [-2.057602, 1.109850, -3.494185], [1.205244, -10.997483, 5.009291], [2.418666, -8.167141, -3.456951], [1.774093, -11.260067, 2.845978], [1.040712, -6.568483, -2.671710], [-5.630902, 2.361156, 7.036443], [2.813750, -10.196843, -4.400389], [-2.676854, 3.797191, 5.041427], [-4.625636, 2.577502, 9.055839], [1.396749, 4.609580, 5.075039], [4.786586, 13.582262, -3.318917], [-1.928908, -3.056513, -0.084795], [-2.903126, 1.680277, 5.910964], [-0.845553, -8.988636, -1.865868], [-2.803739, 4.675235, -0.185736], [0.081651, 13.819262, -2.262031], [6.233500, -8.671102, -5.595911], [-2.705552, 1.785593, -5.554908], [-1.029940, 5.698360, 0.877486], [4.086177, 14.356828, -5.379254], [-1.779508, 3.288911, -4.061071], [-0.377023, 1.306154, 2.276490], [0.969962, -3.258658, -4.110091], [6.192232, -10.894227, -4.998508], [-0.309574, 10.471508, 1.526313], [-1.445838, 0.997940, 0.282288], [-1.878289, -3.573945, 2.136140], [0.058596, -1.134483, -4.175077], [-1.027630, 8.906792, 0.008639], [1.128146, 11.835470, -1.801459], [-6.892244, 2.142931, 8.902819], [2.624866, 5.631200, 3.408822], [0.190555, -2.315710, -3.500856], [-0.616959, 9.171568, 1.290790], [-1.132531, -8.035950, 0.429669], [1.313122, -9.990083, -2.511066], [1.335341, -11.401171, -2.017469], [-5.711271, 2.361776, 8.257022], [0.571252, -11.689256, -0.703854], [-2.090832, 2.591001, 5.312284], [2.343709, -9.541168, -3.494155], [1.480084, -11.815035, 0.534093], [-2.172342, 2.008795, -4.313950], [0.467143, -8.948473, -2.393224], [6.944495, -9.824908, -5.397559], [1.225130, -7.730996, -2.864832], [-1.285658, 0.589430, 1.572530], [-1.448979, 4.754689, -0.000970], [3.769760, 13.726956, -4.213737], [1.426931, -10.521384, 3.924865], [1.615624, 4.759178, 3.732057], [0.221375, 12.771437, -1.408356], [-1.330710, -7.814649, -1.074968], [1.124350, -10.823228, 1.632530], [-1.910893, -4.037757, 0.851227], [0.493516, -0.958264, -5.059553], [-3.743366, 2.732494, 8.602767], [-1.878105, -2.587632, 2.335963], [2.813486, 5.772633, 2.435378], [-1.116736, 9.619757, -0.691170], [-0.922140, 1.767609, -0.094704], [-3.459988, 5.256292, 0.299568], [6.668258, -11.760706, -4.838346], [-2.115167, 0.524605, -0.295077], [-3.005654, 0.851865, -5.762679], [0.626440, 13.906220, -3.103175], [2.539174, -11.701263, 0.291740], [1.098579, -4.130760, -3.628917], [5.241370, -8.605613, -5.462115], [1.493446, -9.824650, 1.374716], [-0.240414, 1.085964, 3.246386], [5.002630, 14.702093, -5.589983], [-2.517946, 0.776312, 6.108138], [-2.114355, 4.486307, 4.577299], [-3.863298, 1.882262, 6.139510], [-2.812651, 2.500338, -6.248219], [3.166464, 6.127754, 4.088830], [-7.701660, 1.978089, 8.334869], [6.746425, -7.861371, -5.886350], [0.131215, 2.082078, 1.889906], [1.382154, -12.807534, 0.980987], [-0.499598, -0.409826, -3.751244], [1.065258, -12.104528, -2.805711], [-0.226688, -10.968366, -0.537067], [1.424046, -3.110563, -4.989940], [-2.084332, -8.030364, 0.954170], [-3.145601, 3.965202, -0.803724], [-2.396123, -7.720949, -1.278729], [1.297585, 11.055019, -1.194822], [5.199487, -10.843424, -4.863480], [-0.573768, 14.535054, -2.012981], [-0.368076, 11.186973, 0.811144], [-0.685379, -9.023787, 0.573343], [-1.907808, -2.084522, 0.169385], [-4.666662, 2.578654, 10.056606], [-1.637336, 6.315509, 1.385198], [0.665548, 3.974275, 5.361001], [0.080256, -12.654989, -0.840229], [-1.913421, -3.304917, -1.055547], [1.416430, -9.434141, 3.743721], [-1.441522, -9.039231, -2.688683], [0.043866, -10.784955, 1.790344], [1.649373, 11.927849, -2.658830], [-3.635278, 3.999489, 5.257782], [5.719108, 13.909096, -3.483763], [2.390987, -11.591601, -1.793161], [1.929781, 5.101661, 5.764657], [-0.046626, 5.751779, 1.073501], [-0.874749, -6.876691, -1.372305], [-1.228623, 7.952804, -0.229489], [-1.866078, 4.031527, -4.727722], [-1.374569, 3.484531, -3.161089], [-1.855172, -4.236209, 2.885606], [-6.984585, 2.136066, 9.900015], [-0.466815, -7.297753, 0.868268], [3.353635, 14.472891, -6.053595], [-0.010911, 10.713655, 2.451532], [4.575647, 13.127265, -2.450623]], "forces_ev_per_a": [[-0.05, -0.12, -0.06], [-0.03, 0.01, 0.00], [-0.18, -0.06, -0.01], [0.00, 0.04, -0.06], [-0.02, 0.15, -0.13], [0.25, 0.05, 0.33], [0.01, -0.29, -0.12], [0.00, 0.05, -0.27], [-0.07, -0.08, -0.26], [-0.12, 0.00, -0.07], [0.07, 0.02, 0.00], [0.37, 0.37, -1.06], [-0.21, -0.13, -0.33], [-0.56, 0.01, 0.22], [-0.15, -0.53, -0.52], [0.04, 0.04, -0.12], [0.34, 0.76, 1.56], [0.08, 0.09, 0.11], [-0.04, 0.02, -0.06], [-0.22, -0.13, -0.26], [-0.08, -0.03, -0.04], [-0.34, -0.26, 0.06], [0.17, 0.12, 0.16], [0.10, 0.76, -0.69], [0.06, 0.14, -0.17], [-0.13, 0.05, -0.02], [0.00, 0.01, -0.01], [0.03, 0.00, -0.01], [-0.07, 0.09, -0.42], [-0.05, -0.03, 0.06], [-0.02, 0.01, 0.10], [0.13, -0.31, -0.05], [0.01, -0.13, -0.03], [-0.04, -0.03, 0.03], [0.06, -0.12, -0.07], [-0.10, -0.14, 0.00], [0.00, 0.07, 0.05], [-0.07, 0.00, 0.11], [-0.01, -0.08, -0.01], [-0.03, -0.19, -0.02], [0.03, 0.03, -0.05], [0.00, -0.06, -0.03], [-0.01, 0.11, 0.10], [0.09, 0.10, 0.02], [0.31, -0.51, -0.20], [-0.07, 0.00, -0.38], [0.15, 0.22, 0.56], [0.07, -0.02, 0.15], [0.05, -0.44, -0.26], [-0.22, 0.00, -0.17], [-0.54, -0.58, -1.42], [-0.15, 0.03, 0.47], [0.01, -0.02, -0.02], [0.25, -0.30, 0.66], [-0.05, 0.03, 0.01], [0.42, 0.61, 0.82], [0.11, 0.33, 0.01], [-0.06, -0.11, 0.35], [0.17, 0.07, 0.00], [0.05, -0.44, 1.02], [0.13, 0.15, 0.26], [0.21, 0.10, -0.13], [-0.03, 0.02, 0.47], [0.55, 0.06, -0.25], [-0.02, 0.17, 0.17], [0.05, -0.04, 0.00], [0.02, -0.02, -0.02], [0.01, 0.17, 0.03], [0.00, 0.00, -0.02], [-0.03, 0.07, 0.05], [-0.04, 0.14, -0.14], [0.02, -0.03, 0.08], [0.04, 0.00, -0.01], [0.05, -0.01, -0.04], [-0.01, -0.02, 0.03], [0.13, -0.04, 0.06], [-0.04, 0.04, -0.08], [0.00, -0.05, 0.03], [-0.01, -0.04, 0.02], [-0.20, 0.07, 0.03], [-0.15, 0.17, 0.07], [0.02, 0.00, 0.02], [0.01, -0.04, -0.11], [0.01, -0.03, -0.07], [-0.20, -0.06, 0.01], [0.00, 0.02, 0.00], [-0.02, 0.01, 0.02], [0.00, -0.01, -0.02], [0.02, 0.01, 0.00], [-0.08, 0.14, 0.09], [-0.01, 0.01, -0.10], [-0.13, 0.02, -0.01], [-0.08, 0.13, -0.10], [0.06, 0.08, -0.09], [0.02, 0.02, 0.00], [0.07, 0.19, 0.10], [-0.02, -0.11, 0.01], [0.04, -0.06, -0.10], [-0.02, 0.00, 0.04], [-0.09, 0.02, -0.01], [-0.02, -0.01, 0.03], [-0.05, 0.22, 0.08], [-0.07, 0.05, 0.03], [0.10, 0.00, 0.08], [-0.02, -0.02, 0.01], [0.08, -0.01, 0.13], [0.00, -0.13, -0.13], [-0.10, 0.10, 0.03], [0.28, 0.02, -0.05], [-0.16, -0.02, -0.16], [-0.11, -0.34, 0.15], [0.05, -0.04, 0.02], [0.06, 0.14, 0.05], [-0.03, -0.07, -0.01], [0.01, 0.01, -0.02], [-0.02, -0.17, -0.32], [0.01, 0.01, 0.00], [0.00, -0.12, 0.20], [0.05, 0.00, -0.13], [0.08, -0.05, 0.00], [-0.01, -0.02, -0.02], [0.08, -0.01, 0.13], [-0.01, -0.08, -0.06], [0.02, 0.00, 0.02], [-0.17, 0.10, 0.04], [-0.02, -0.01, -0.01], [-0.02, -0.03, 0.03], [-0.01, 0.01, 0.03]]}